Entry from the Open Molecules 2025 dataset: a structure of composition C24H45FeNP2Si (wB97M-V/def2-TZVPD).

ORCA input file:
```
! RIJCOSX wB97M-V def2-TZVPD def2/J DEFGRID3
* xyz 0 5
Fe 0.0000 0.0000 0.0000
P 1.8196 0.9387 -0.9768
P 0.3828 -1.7787 -1.3547
Si -3.2291 -0.3399 0.2210
N -1.6055 -0.7946 0.8727
C -3.0381 0.6199 -1.3705
C 4.4097 -3.5551 -4.6022
C 6.7472 -2.4086 -4.4879
C 5.3627 -0.2823 -4.8949
C 0.2208 -1.9397 3.9035
C -0.9676 -2.4918 -2.3732
C 4.6781 -0.5712 -6.2051
C -1.3857 -1.3383 2.1745
C 1.1034 -3.2798 -0.5724
C -0.3387 1.6363 1.3008
C -4.2930 -1.8501 -0.0730
C 1.6632 -1.3034 -2.6199
C 1.5103 2.2763 -2.2012
C -2.4304 -1.6944 3.0542
C 4.6268 -2.0437 -6.6691
C 3.9189 -2.9488 -5.6897
C 5.8000 -3.5368 -4.0231
C 2.6961 -0.3613 -1.9804
C 6.2168 -1.0281 -4.1839
C 3.1663 1.6593 0.0414
C -0.0600 -1.4744 2.6156
C -4.1595 0.8326 1.3628
C -0.8217 -2.2741 4.7693
C -2.1452 -2.1540 4.3436
H 0.7605 -1.2044 1.9627
H 2.8469 2.5682 0.5627
H 2.4069 2.5129 -2.7852
H -1.4743 -1.6848 -2.9094
H -3.4652 -1.6091 2.7749
H 4.0828 -2.0696 -7.6207
H -1.4041 1.8908 1.3179
H -3.6042 1.7812 1.4883
H 3.3308 -0.9184 -1.2805
H 1.1279 -0.7842 -3.4242
H -5.2714 -1.5259 -0.4831
H -3.8014 -2.5280 -0.7954
H 0.7047 1.9703 -2.8743
H -5.1385 1.0727 0.8996
H 1.9351 -2.9857 0.0737
H -2.5501 0.0083 -2.1425
H 6.2822 -4.5075 -4.2190
H 3.7080 -4.1630 -4.0295
H 5.1081 0.6924 -4.4767
H -0.5959 -3.2329 -3.0892
H -1.6944 -2.9647 -1.7063
H 6.9753 -2.5248 -5.5490
H -2.9536 -2.4088 5.0172
H -4.0412 0.9208 -1.7365
H -0.0510 1.3294 2.3158
H 0.3392 -3.7467 0.0556
H -4.4671 -2.3930 0.8764
H 2.1404 -2.1878 -3.0585
H 3.3525 0.0894 -2.7342
H 4.0191 1.8865 -0.6041
H -2.4272 1.5270 -1.1862
H 1.2472 -2.0310 4.2338
H -4.3414 0.3913 2.3596
H 5.6342 -2.4021 -6.8889
H 3.6477 -0.1964 -6.1292
H 1.4548 -4.0020 -1.3176
H 7.6984 -2.5390 -3.9586
H 5.1489 0.0334 -6.9962
H 6.5617 -0.6037 -3.2408
H -0.6047 -2.6234 5.7705
H 5.7019 -3.4778 -2.9300
H 3.4855 0.9137 0.7753
H 2.8579 -3.0983 -5.8906
H 1.1783 3.1700 -1.6651
H 0.2259 2.5442 1.0521
*
```

- ΔE to the lowest compared entry with this formula, charge and spin: 0.000 eV
- HOMO-LUMO gap (spin up / spin down): 5.6 / 6.9 eV
- ⟨S²⟩: 6.039
- Calculated total energy: -3232.07516 Eh
- HOMO (spin up / spin down): -5.198 / -6.540 eV

Entry from the Open Molecules 2025 dataset: a structure of composition C24H46As3F18N6O4 (wB97M-V/def2-TZVPD).

ORCA input file:
```
! RIJCOSX wB97M-V def2-TZVPD def2/J DEFGRID3
* xyz 3 1
As -0.1853 8.0357 -4.2907
As -2.0785 -5.3008 -9.1614
As -0.9606 -0.3042 -1.3296
F -0.8057 6.3851 -4.3916
F 0.2213 9.8052 -4.2401
F -0.3779 8.0359 -2.4556
F -3.1378 -6.3018 -8.1403
F -1.0649 -4.2318 -10.1920
F -0.7041 -5.6896 -7.8455
F 0.5247 0.2629 -2.1808
F -2.5000 -3.8972 -8.1329
F -0.8836 1.1284 -0.3927
F 1.4821 7.4951 -4.1129
F 0.0095 8.0635 -6.1128
F -3.4829 -4.8202 -10.2261
F -1.0659 -1.8104 -2.2971
F -0.0294 -1.0930 0.0312
F -1.9861 8.5392 -4.4728
F -1.9695 0.4963 -2.5486
F -2.5376 -0.8233 -0.6222
F -1.6954 -6.7422 -10.0861
O 2.0032 5.4443 2.9313
O 8.1132 -3.5545 0.1206
O -3.5822 3.4909 -9.3681
O -1.0276 -7.9928 -0.9326
N 1.8476 1.9910 9.5229
N 7.0192 -1.7885 -1.1306
N 1.3101 7.6558 2.7300
N -3.1545 -1.6041 6.2270
N -2.0840 1.9184 -8.4685
N -2.8704 -8.1619 -2.5087
C 1.1782 -0.0886 8.6385
C 2.9151 2.8037 10.1687
C -4.3559 -2.1555 5.5808
C 5.7911 -3.0962 0.6235
C 3.6644 6.9325 1.8510
C -3.5153 1.4182 -10.5944
C -0.2062 1.8970 8.3532
C -3.9902 -7.3199 -1.9364
C -2.3716 -9.9895 -0.6565
C 2.3565 6.5266 2.5319
C -3.0796 2.3452 -9.4573
C -1.1037 -0.2059 7.4181
C 0.5055 7.4089 4.0347
C 0.0279 0.5663 8.0671
C -0.6302 2.1925 -8.8804
C 7.0812 -2.9516 -0.1653
C 6.0014 -2.0355 -2.2816
C -1.9481 -8.6812 -1.3466
C -3.3848 -0.8704 7.3644
C -0.9024 -0.9568 6.2212
C -2.3178 -0.1893 7.9655
C 2.1184 0.6908 9.3457
C 0.7813 2.6323 9.0309
C -1.9461 -1.6166 5.6133
H -0.4645 3.2698 -8.8750
H 3.0454 0.2651 9.7005
H 5.1841 -2.6817 -1.9615
H -2.2244 2.4818 -7.6421
H -0.2062 6.6223 3.7842
H -4.4187 -3.1414 6.0413
H -1.7144 -2.2982 4.8083
H -2.5869 0.3634 8.8534
H -4.7083 -8.0217 -1.5123
H -1.0709 2.3650 7.9065
H 5.2417 -2.1554 0.6582
H -5.1307 -1.4126 5.7698
H 5.0780 -3.8492 0.2879
H -2.3018 0.9627 -8.2250
H 3.3286 7.6645 1.1166
H 0.6626 3.7028 9.1110
H -3.0446 -8.8403 -3.2364
H 3.4940 2.2254 10.8887
H -3.8383 0.5085 -10.0883
H 1.3053 -1.1591 8.5724
H -4.4508 1.7480 -11.0464
H -3.0804 -10.4906 -1.3158
H -2.7205 1.2584 -11.3230
H 0.0650 -1.2621 5.8504
H -4.1297 -2.2408 4.5179
H -2.7081 -9.7945 0.3617
H -0.4277 1.7788 -9.8683
H -4.4904 -6.7836 -2.7428
H -3.5626 -6.6098 -1.2285
H -4.3615 -0.5595 7.7045
H 4.3693 7.4886 2.4691
H 4.2419 6.1376 1.3790
H 6.0693 -3.3812 1.6382
H 1.1827 7.1715 4.8552
H 0.8278 7.8329 1.8604
H 5.5493 -1.0979 -2.6050
H 2.3445 3.6054 10.6376
H 6.6730 -0.9945 -0.6111
H 1.9333 8.4494 2.7731
H -1.5068 -10.6471 -0.5683
H -0.0365 1.7059 -8.1065
H -0.0566 8.2780 4.3764
H -2.3086 -7.4614 -2.9710
H 3.4705 2.9887 9.2492
H 7.8824 -1.4592 -1.5387
H 6.5848 -2.4203 -3.1181
*
```

- HOMO-LUMO gap: 4.5 eV
- Calculated total energy: -10075.58384 Eh
- HOMO: -13.576 eV

Entry from the Open Molecules 2025 dataset: a structure of composition C24H46BrGaKN3O7P (wB97M-V/def2-TZVPD).

ORCA input file:
```
! RIJCOSX wB97M-V def2-TZVPD def2/J DEFGRID3
* xyz -1 1
Br 5.8511 1.1942 3.3125
Ga 4.0723 0.4327 1.7669
K 2.1903 2.0003 -2.2628
P 4.9427 0.7102 -0.3850
O -12.8536 0.9011 -0.8567
O 4.4601 5.4021 -2.4290
O -12.4810 1.7386 -2.6577
O 1.8542 -1.4242 -4.3914
O 7.4159 -2.3646 6.5308
O -11.3298 -0.0319 -2.1091
O 8.7656 -2.2337 1.3257
N -8.1589 2.4487 -1.8252
N -6.5934 1.9654 -0.4039
N 4.0149 0.1429 -1.5845
C 3.7925 -1.5845 2.1636
C 1.0769 -2.3667 -4.2490
C -7.4875 0.9092 -0.3845
C 0.8267 0.6572 -0.0439
C -12.1745 0.8218 -1.8869
C -9.2898 2.4062 -4.0387
C 9.0343 -3.5080 1.8810
C 2.4265 1.6202 2.2009
C -7.0076 2.8848 -1.2886
C 1.0762 0.9272 1.5563
C 1.3273 -3.4379 -3.2216
C -5.3925 2.0936 0.4107
C -8.4820 1.2191 -1.2693
C 5.9680 -0.9475 7.6273
C -8.9586 3.2076 -2.7939
C -0.1378 0.4580 2.5851
C -0.1613 -2.4932 -5.0956
C 5.3763 -2.8660 0.3166
C 3.9935 -2.5610 0.8310
C -1.4893 -0.2809 2.0190
C -2.9774 -1.3543 -0.2485
C -1.6602 -0.5680 0.4113
C -0.5121 -0.0798 -0.6535
C 6.8485 -1.1781 6.3863
H 5.5743 -3.4069 -0.7140
H -9.3850 0.7182 -1.5757
H 8.9832 -3.4496 2.9710
H 0.5051 -3.4619 -2.5018
H 4.6239 -1.9218 2.9276
H -0.1243 -3.4214 -5.6715
H 9.4454 -1.6259 1.6629
H 6.1809 -1.0175 5.5254
H -0.0206 0.6617 3.7355
H 2.5578 2.7576 1.9439
H -3.8972 -0.6460 -0.4122
H -3.2381 -2.2185 0.5309
H -2.3486 -0.6132 2.7646
H 6.3296 -2.6091 0.9608
H 2.7509 -1.8369 2.6779
H 7.4976 -0.2905 6.3246
H -8.3963 4.1048 -3.0754
H 8.2856 -4.2175 1.5209
H -5.4812 2.9900 1.0313
H 6.1858 -0.0700 -0.4309
H 1.6409 1.0035 -0.8118
H -9.8392 3.0254 -4.7542
H -4.5238 2.1821 -0.2473
H 10.0276 -3.8402 1.5693
H -6.5082 3.8195 -1.5176
H -2.6179 -1.8993 -1.2288
H 4.8862 4.8194 -3.1079
H -8.3770 2.0438 -4.5238
H 6.5565 -0.9477 8.5534
H 4.1986 6.2765 -2.8149
H 2.2561 -3.2164 -2.6853
H -0.5858 -0.2632 -1.8285
H 1.4305 -4.4082 -3.7139
H 5.0407 5.5162 -1.6340
H 5.2892 2.1155 -0.5188
H -9.9097 1.5377 -3.7992
H -7.3067 0.0733 0.2689
H 3.0819 -3.0317 0.2590
H -0.2120 -1.6499 -5.7927
H -1.0498 -2.4750 -4.4595
H 2.2749 1.5752 3.3842
H 4.5473 -0.6140 -2.0771
H 5.4733 0.0281 7.5549
H -5.2750 1.2175 1.0545
H 5.1813 -1.7070 7.7186
H -9.8751 3.5322 -2.2892
*
```

- HOMO-LUMO gap: 0.8 eV
- Calculated total energy: -7072.35669 Eh
- HOMO: -2.669 eV